{
  "formula": "C52H104Br4O24S12",
  "method": "ωB97M-V/def2-TZVPD",
  "lumo_ev": -0.717,
  "orbital_gap_ha": 0.2180,
  "charge": 0,
  "multiplicity": 1,
  "energy_ha": -18920.86507,
  "species": ["C", "C", "C", "S", "O", "O", "C", "H", "H", "H", "H", "H", "H", "H", "H", "C", "C", "C", "S", "O", "O", "C", "H", "H", "H", "H", "H", "H", "H", "H", "C", "C", "C", "S", "O", "O", "C", "H", "H", "H", "H", "H", "H", "H", "H", "C", "C", "C", "S", "O", "O", "C", "H", "H", "H", "H", "H", "H", "H", "H", "C", "C", "C", "S", "O", "O", "C", "H", "H", "H", "H", "H", "H", "H", "H", "C", "C", "C", "S", "O", "O", "C", "H", "H", "H", "H", "H", "H", "H", "H", "C", "C", "C", "S", "O", "O", "C", "H", "H", "H", "H", "H", "H", "H", "H", "C", "C", "C", "S", "O", "O", "C", "H", "H", "H", "H", "H", "H", "H", "H", "C", "C", "C", "S", "O", "O", "C", "H", "H", "H", "H", "H", "H", "H", "H", "C", "C", "C", "S", "O", "O", "C", "H", "H", "H", "H", "H", "H", "H", "H", "C", "C", "C", "S", "O", "O", "C", "H", "H", "H", "H", "H", "H", "H", "H", "C", "C", "C", "S", "O", "O", "C", "H", "H", "H", "H", "H", "H", "H", "H", "Br", "C", "C", "Br", "H", "H", "H", "H", "Br", "C", "C", "Br", "H", "H", "H", "H"],
  "positions_angstrom": [[1.409541, 1.094116, -4.065552], [1.891488, -0.370950, -3.715250], [3.218576, -0.364907, -3.007413], [4.168787, 0.859050, -4.047504], [4.852732, 0.307673, -5.176034], [4.912051, 1.781395, -3.225492], [2.704275, 1.819350, -4.656463], [1.045884, 1.566919, -3.153244], [0.536683, 1.013691, -4.713444], [1.979437, -0.870267, -4.680157], [1.177783, -1.017878, -3.205139], [3.719203, -1.332562, -2.973810], [3.120850, 0.150367, -2.051883], [2.724706, 2.065951, -5.718009], [2.828381, 2.853481, -4.335098], [-1.915183, -4.468916, -4.124965], [-1.449701, -4.371654, -2.653662], [-0.157230, -3.569022, -2.668066], [-0.290681, -2.339062, -3.983596], [1.032988, -1.997546, -4.483315], [-1.117007, -1.243697, -3.464532], [-1.265604, -3.519957, -5.100944], [-2.997840, -4.359077, -4.062661], [-1.705748, -5.493180, -4.433370], [-1.307099, -5.343607, -2.181364], [-2.205213, -3.886559, -2.035619], [0.640658, -4.258634, -2.943581], [0.096763, -3.107629, -1.713765], [-0.484269, -4.052218, -5.643439], [-1.751189, -2.899572, -5.854213], [-3.776863, -2.073475, -2.341780], [-4.950264, -1.831150, -3.246144], [-5.384333, -0.388091, -3.070897], [-5.179654, -0.002280, -1.278125], [-6.418656, -0.300260, -0.569865], [-4.542816, 1.294335, -1.177799], [-4.096170, -1.406646, -0.982215], [-2.836033, -1.687501, -2.734170], [-3.664124, -3.142503, -2.161314], [-5.774306, -2.369741, -2.778193], [-4.707513, -2.124974, -4.267339], [-6.408268, -0.060888, -3.251422], [-4.746424, 0.244441, -3.688217], [-4.853802, -2.112691, -0.642228], [-3.406157, -1.204220, -0.163062], [4.438193, 3.730156, -2.209972], [3.243792, 2.906566, -1.755193], [2.449039, 3.652450, -0.723589], [3.713805, 4.249997, 0.397445], [4.231204, 3.150950, 1.195875], [3.243386, 5.491811, 1.011039], [4.976848, 4.513243, -1.009447], [4.059136, 4.259082, -3.084414], [5.247290, 3.115572, -2.604627], [3.501075, 1.911808, -1.391368], [2.504586, 2.666106, -2.519288], [1.732760, 3.110940, -0.105694], [1.978692, 4.571301, -1.073709], [5.951029, 4.134065, -0.700758], [5.035293, 5.586144, -1.192669], [-3.248319, 1.529293, -4.738442], [-2.423974, 0.423174, -4.117070], [-2.203131, 0.769699, -2.691844], [-1.594340, 2.577330, -2.881766], [-0.336749, 2.676584, -3.641247], [-1.722981, 3.398492, -1.667756], [-2.956391, 2.934211, -4.107209], [-4.310177, 1.297749, -4.655136], [-3.010689, 1.676825, -5.791954], [-1.475987, 0.362408, -4.651597], [-2.958346, -0.515311, -4.264683], [-1.540456, 0.138352, -2.099929], [-3.204174, 0.831049, -2.264944], [-2.701445, 3.758076, -4.773809], [-3.761021, 3.132546, -3.399163], [2.426645, 3.975061, 3.943230], [2.138503, 2.723805, 4.775830], [3.197292, 1.647334, 4.613946], [3.819122, 1.856908, 2.853299], [3.386768, 0.760462, 1.954299], [5.251321, 2.253645, 2.840244], [2.764128, 3.388833, 2.474369], [3.207649, 4.561200, 4.427557], [1.582657, 4.664460, 3.920721], [1.181484, 2.283235, 4.496353], [2.023602, 2.861067, 5.851031], [2.766908, 0.646135, 4.635319], [4.047750, 1.786859, 5.281301], [1.878794, 3.086015, 1.915279], [3.280951, 4.074307, 1.802701], [0.269258, -5.743478, -0.440612], [-0.992998, -6.179379, 0.488045], [-1.649563, -4.927292, 1.160330], [-0.698137, -3.474846, 0.457389], [-0.352103, -2.539437, 1.449504], [-1.396199, -3.144559, -0.774397], [0.825640, -4.412576, 0.094584], [0.104564, -5.569465, -1.503954], [1.070278, -6.480532, -0.383858], [-0.808828, -6.913325, 1.272589], [-1.640267, -6.752701, -0.175618], [-1.458108, -4.803150, 2.226176], [-2.695435, -4.669159, 0.994115], [1.263092, -4.529767, 1.086049], [1.509380, -3.804076, -0.497318], [0.726414, 0.515971, 2.853774], [0.089364, -0.229456, 4.049096], [-0.432569, 0.821308, 5.049343], [-1.230429, 2.027872, 3.910828], [-0.662519, 3.312878, 4.352548], [-2.634173, 1.701809, 3.853444], [-0.326543, 1.441729, 2.319687], [1.029791, -0.110763, 2.015156], [1.530966, 1.156385, 3.215263], [0.703460, -0.960000, 4.575686], [-0.714380, -0.784524, 3.565378], [0.437457, 1.279957, 5.519229], [-1.117450, 0.619176, 5.872864], [-0.007359, 2.332491, 1.778611], [-1.205863, 1.051913, 1.806922], [1.032028, 4.261387, 1.385405], [0.237250, 5.003000, 0.250517], [-1.317329, 4.729414, 0.303856], [-1.637105, 4.743403, 2.115462], [-2.290957, 3.480296, 2.547848], [-2.142849, 6.057265, 2.568393], [0.210097, 4.605681, 2.616673], [2.083967, 4.546867, 1.380629], [1.088081, 3.208944, 1.107322], [0.658132, 4.789453, -0.732010], [0.478106, 6.039985, 0.484528], [-1.674444, 3.751283, -0.018360], [-1.924649, 5.532169, -0.114294], [0.184269, 4.018739, 3.534795], [0.493975, 5.595223, 2.974887], [2.168910, -2.668005, 3.998706], [3.218611, -1.531013, 4.120879], [4.227132, -1.797957, 3.013047], [3.198874, -2.490980, 1.575163], [3.866665, -3.718723, 1.212904], [3.025163, -1.459384, 0.511874], [1.650278, -2.723369, 2.523718], [1.302354, -2.575832, 4.653442], [2.606975, -3.609497, 4.330063], [3.667921, -1.571906, 5.113127], [2.766367, -0.546312, 4.002837], [4.879893, -2.629375, 3.279005], [4.993388, -1.058379, 2.780713], [1.077278, -3.607997, 2.245854], [1.009863, -1.848169, 2.414233], [0.007664, -1.226760, -0.500516], [-1.066589, -0.108933, -0.265978], [-0.446316, 1.178177, -0.773094], [1.303698, 1.099191, -0.235315], [1.504227, 1.856271, 1.024396], [2.134526, 1.462387, -1.453290], [1.369812, -0.690625, 0.043413], [0.089410, -1.409982, -1.571887], [-0.104088, -2.219605, -0.064786], [-1.394223, -0.093759, 0.773505], [-1.955164, -0.456001, -0.793315], [-0.846255, 2.161039, -0.523860], [-0.318719, 1.108751, -1.853373], [1.301038, -0.672752, 1.131102], [2.308265, -1.036401, -0.389981], [-2.153747, -1.967746, 3.580734], [-2.719101, -3.259662, 2.986241], [-3.627966, -2.969746, 1.806446], [-3.878714, -1.057858, 1.756485], [-5.308404, -0.810353, 1.660789], [-2.898292, -0.614600, 0.730674], [-3.230153, -0.841237, 3.463705], [-1.391548, -1.591971, 2.898135], [-1.863003, -2.058064, 4.627360], [-3.375192, -3.703901, 3.734767], [-1.874882, -3.910371, 2.758283], [-4.641425, -3.327101, 1.988933], [-3.288828, -3.369230, 0.850679], [-4.023822, -1.020563, 4.188995], [-2.984311, 0.204559, 3.648050], [5.934012, -2.312435, -2.185151], [4.448249, -2.451769, -0.809060], [3.343257, -3.514720, -1.154032], [1.816583, -2.620194, -2.084563], [3.892712, -1.525864, -0.660122], [5.032173, -2.724193, 0.070091], [2.965205, -3.946057, -0.227136], [3.592353, -4.319251, -1.845974], [-2.451564, 2.138080, -0.506313], [-3.484099, 2.435569, 1.210161], [-4.746492, 1.530201, 1.128847], [-5.618912, 1.640268, 2.924527], [-3.669128, 3.508594, 1.160299], [-2.941097, 2.288041, 2.143691], [-4.431605, 0.494526, 1.001108], [-5.464692, 1.877395, 0.386053]],
  "forces_ev_per_a": [[1.96, -1.55, 0.46], [1.66, 4.43, 0.04], [0.93, 1.39, -1.23], [-1.35, 0.58, -0.36], [0.12, -0.96, -0.55], [0.65, -3.65, -1.42], [-1.13, -0.02, 0.41], [0.91, -0.33, -0.89], [0.57, 0.14, -0.44], [1.82, 2.08, 0.46], [1.05, 3.50, 0.80], [0.21, 0.71, -0.40], [0.61, -0.78, -0.27], [0.06, -1.35, -0.41], [-0.01, -0.22, 0.80], [-1.45, -1.25, 0.28], [-0.81, 0.71, -1.85], [-3.13, -2.60, -1.29], [-1.13, -2.20, -0.84], [-5.72, -7.10, -3.84], [2.52, -3.06, -0.65], [1.78, 1.16, 0.69], [-0.10, 0.00, -0.52], [-0.20, 0.05, -0.42], [-0.23, 0.11, -0.67], [0.30, -0.68, -1.38], [-0.41, -0.05, -0.45], [-1.93, -1.21, -1.79], [0.24, 0.21, 0.05], [-0.75, -0.20, 0.41], [0.87, 0.90, 0.91], [-1.18, 0.19, 0.70], [0.25, 1.01, 0.02], [-1.31, -2.38, -1.48], [0.53, 0.94, -1.16], [-2.20, -0.89, -1.78], [-3.04, -2.27, -3.73], [-0.41, -0.39, 0.04], [-0.15, 0.21, -0.07], [-0.16, -0.79, -0.70], [-0.54, 0.02, -0.09], [-0.17, -0.63, -0.27], [-0.31, -0.12, 0.86], [-0.28, 0.12, 0.66], [-0.23, -1.41, -3.36], [0.02, 1.54, 0.82], [3.08, 2.99, -0.90], [1.59, 1.32, 0.20], [3.89, 0.65, -8.66], [5.56, -0.17, -7.85], [2.70, 1.99, -0.96], [-0.98, 0.82, 0.33], [0.37, 1.17, 0.17], [-0.42, 1.48, 1.05], [3.03, 2.31, 0.05], [1.40, 1.58, -0.71], [1.24, 1.23, -1.76], [1.05, -0.34, -0.53], [-0.28, 0.02, 0.41], [0.00, 0.09, 0.29], [0.07, 1.96, -1.00], [0.15, 1.04, -1.93], [-0.64, 0.69, -1.41], [-0.03, 1.58, -5.00], [-2.44, 0.72, 1.31], [4.52, 4.95, -10.18], [0.08, -1.58, 1.95], [0.20, 0.64, -0.36], [-0.14, -0.55, -0.14], [-0.31, 0.10, -0.10], [0.19, 0.26, 0.09], [-1.03, 0.69, -1.61], [0.71, 0.24, -0.11], [0.03, -0.19, 0.24], [-0.22, 0.66, -0.25], [0.52, -0.81, -0.55], [-0.36, -0.17, 0.45], [0.61, 0.20, -1.33], [1.08, 1.92, -0.27], [1.54, 0.25, 1.89], [-1.50, -2.32, 2.29], [-0.99, -0.66, 7.98], [0.66, -0.21, -0.42], [0.93, -0.50, 0.47], [0.83, 0.85, -0.21], [0.03, 0.58, 0.17], [0.31, 0.95, 0.86], [0.02, -0.24, -0.15], [2.68, -1.03, 3.57], [-2.78, -0.80, 8.15], [0.80, 0.15, 1.35], [0.09, 0.64, -1.19], [2.21, -0.51, -1.73], [-2.36, -7.04, -0.69], [-2.85, 0.63, 3.94], [-2.57, -0.08, 4.30], [-2.08, -0.83, 1.19], [-0.37, -0.68, 0.64], [-0.13, -0.18, 0.15], [0.85, 0.22, -0.04], [-0.52, 0.45, -0.03], [0.81, -2.27, -1.28], [0.69, -1.30, -0.22], [-0.05, -0.58, -0.44], [-1.20, -0.67, 0.20], [-0.66, 0.53, 1.53], [-0.49, 0.08, 0.00], [0.16, 0.22, -0.95], [2.78, 0.28, 0.75], [-3.03, -3.01, 3.35], [0.14, 0.21, 1.91], [-2.98, 1.52, 2.71], [-0.18, 0.96, 2.40], [-0.31, -0.78, -0.74], [0.05, 0.45, -0.27], [1.08, 1.10, 1.27], [-0.43, 0.08, 0.01], [-0.30, -0.63, -0.44], [-0.99, -0.51, 1.13], [0.41, -0.21, 0.13], [-5.17, 2.59, -2.17], [-0.76, 0.29, 0.40], [1.07, 1.40, 2.15], [2.59, 1.73, 0.76], [3.61, 6.85, 1.37], [0.03, -1.93, -0.59], [-0.68, 1.47, -1.53], [-3.99, 1.72, 0.34], [-2.61, 2.50, 0.00], [-1.44, 0.27, 0.40], [-0.50, 0.45, -0.39], [0.85, 1.41, 1.26], [0.07, -0.04, -0.07], [0.60, 0.52, -2.16], [-0.52, 0.57, -0.45], [0.12, -0.51, -0.27], [-0.47, -0.70, -0.31], [-0.08, -0.87, 0.05], [2.05, 2.78, 2.37], [-0.82, -1.39, 2.63], [5.84, -5.62, 10.06], [1.96, 0.50, 2.17], [0.11, 0.20, -0.05], [0.30, -0.16, -0.33], [0.17, 0.06, -0.05], [0.04, -1.13, -0.49], [-0.45, -0.63, 0.01], [-0.90, 0.65, -0.60], [1.05, 0.57, 0.87], [1.01, -0.45, 0.05], [2.38, 3.38, -1.07], [2.56, -1.84, 0.11], [6.51, -2.10, -0.23], [-0.65, -2.18, -2.74], [1.20, -5.41, -4.94], [-9.02, -7.66, 6.06], [-6.50, 4.30, -2.60], [-0.45, 1.05, 0.51], [2.39, 5.79, -2.84], [1.69, 0.44, -1.04], [0.98, 0.57, -0.04], [3.60, -0.64, 0.77], [0.90, -0.01, 0.61], [0.71, -1.33, -2.04], [-3.82, 1.88, -2.55], [-2.01, 1.13, -1.33], [-0.52, 0.89, 1.49], [-0.68, 1.61, -0.09], [-0.81, -4.62, 3.85], [1.27, -2.55, 0.44], [-1.17, 1.45, 8.30], [-0.35, -1.49, -0.28], [-0.47, -1.43, 0.26], [0.36, -0.06, -0.24], [0.33, -0.39, 0.23], [-1.54, 1.91, 1.53], [0.02, 0.01, -0.11], [-0.51, 1.27, 0.04], [-0.62, -0.21, -0.51], [0.43, -0.48, -0.39], [-0.72, -0.27, 0.41], [1.76, -1.37, -3.16], [1.39, 1.05, -1.47], [10.09, -0.44, 1.91], [2.80, -0.46, -2.07], [-0.07, 0.34, -0.85], [0.34, 0.09, -1.44], [0.47, 0.21, 0.09], [-13.06, -2.23, 12.73], [-4.03, -3.66, -2.07], [1.06, 2.93, 1.00], [-0.26, 0.46, -0.15], [-0.71, -0.58, -0.48], [-1.43, -2.12, -2.19], [-1.06, 3.35, -0.59], [-0.11, -0.20, 1.17]]
}